{"formula": "C49H113N7O8", "method": "ωB97M-V with the def2-TZVPD basis set", "elements": ["C", "C", "C", "C", "C", "C", "C", "C", "C", "N", "O", "H", "H", "H", "H", "H", "H", "H", "H", "H", "H", "H", "H", "H", "H", "H", "H", "H", "H", "H", "C", "C", "C", "C", "C", "C", "C", "C", "C", "N", "O", "H", "H", "H", "H", "H", "H", "H", "H", "H", "H", "H", "H", "H", "H", "H", "H", "H", "H", "H", "C", "C", "C", "C", "C", "C", "C", "C", "C", "N", "O", "H", "H", "H", "H", "H", "H", "H", "H", "H", "H", "H", "H", "H", "H", "H", "H", "H", "H", "H", "C", "C", "C", "C", "C", "C", "C", "C", "C", "N", "O", "H", "H", "H", "H", "H", "H", "H", "H", "H", "H", "H", "H", "H", "H", "H", "H", "H", "H", "H", "C", "O", "C", "C", "C", "N", "H", "H", "H", "H", "H", "H", "H", "H", "H", "H", "H", "C", "O", "C", "C", "C", "N", "H", "H", "H", "H", "H", "H", "H", "H", "H", "H", "H", "C", "O", "C", "C", "C", "N", "H", "H", "H", "H", "H", "H", "H", "H", "H", "H", "H", "C", "O", "H", "H", "H", "H"], "xyz": [[2.520, 2.433, 1.921], [2.821, 3.365, 3.073], [4.108, 4.173, 2.817], [1.686, 4.407, 3.040], [1.286, 5.099, 4.348], [1.135, 4.066, 5.458], [2.391, 3.193, 5.632], [3.520, 3.976, 6.333], [1.925, 2.039, 6.554], [2.734, 2.639, 4.330], [3.725, 1.636, 4.499], [2.148, 2.909, 1.014], [3.331, 1.760, 1.607], [1.835, 1.626, 2.213], [4.272, 5.004, 3.508], [5.006, 3.567, 2.979], [4.137, 4.583, 1.808], [1.812, 5.098, 2.208], [0.759, 3.849, 2.836], [2.108, 5.696, 4.764], [0.419, 5.708, 4.104], [0.237, 3.468, 5.272], [0.983, 4.611, 6.393], [4.372, 3.312, 6.471], [3.141, 4.333, 7.289], [3.838, 4.797, 5.690], [2.780, 1.416, 6.807], [1.154, 1.435, 6.070], [1.410, 2.424, 7.436], [3.323, 0.867, 4.080], [5.081, 4.099, -7.251], [4.577, 3.704, -5.868], [5.763, 3.153, -5.030], [3.980, 4.942, -5.185], [2.900, 4.743, -4.149], [1.862, 3.766, -4.666], [2.424, 2.427, -5.123], [2.853, 1.553, -3.913], [1.291, 1.727, -5.911], [3.561, 2.645, -6.024], [4.140, 1.446, -6.477], [4.338, 3.954, -8.035], [5.321, 5.168, -7.307], [6.034, 3.673, -7.570], [6.351, 3.990, -4.639], [5.432, 2.720, -4.083], [6.359, 2.425, -5.569], [4.791, 5.465, -4.667], [3.625, 5.689, -5.901], [3.286, 4.278, -3.237], [2.316, 5.644, -3.960], [1.237, 4.236, -5.433], [1.152, 3.557, -3.858], [3.299, 0.652, -4.334], [2.084, 1.207, -3.221], [3.580, 2.097, -3.312], [0.628, 1.192, -5.231], [1.679, 0.906, -6.522], [0.830, 2.482, -6.541], [3.729, 1.309, -7.339], [4.138, -5.291, -1.202], [3.239, -4.050, -1.009], [2.328, -4.251, 0.189], [4.182, -2.888, -0.591], [5.069, -2.389, -1.711], [4.216, -1.906, -2.873], [3.148, -2.900, -3.374], [1.992, -2.034, -3.900], [3.584, -3.848, -4.472], [2.557, -3.601, -2.210], [1.518, -4.518, -2.529], [4.710, -5.526, -0.300], [3.602, -6.241, -1.344], [4.846, -5.280, -2.032], [1.727, -5.166, 0.160], [2.956, -4.456, 1.061], [1.633, -3.457, 0.443], [3.482, -2.137, -0.208], [4.819, -3.100, 0.273], [5.734, -1.573, -1.418], [5.743, -3.112, -2.184], [4.974, -1.887, -3.662], [3.737, -0.960, -2.626], [1.109, -2.577, -4.255], [2.267, -1.364, -4.719], [1.531, -1.399, -3.140], [3.932, -3.390, -5.399], [2.665, -4.379, -4.751], [4.274, -4.661, -4.234], [1.986, -5.356, -2.698], [-0.376, 2.370, -1.518], [-1.135, 1.060, -1.207], [-2.642, 1.354, -1.150], [-0.866, 0.162, -2.416], [-1.281, -1.300, -2.231], [-0.545, -1.840, -0.986], [-0.782, -0.976, 0.283], [-2.149, -1.291, 0.895], [0.278, -1.432, 1.302], [-0.647, 0.447, 0.005], [-0.581, 1.316, 1.110], [0.554, 2.229, -2.069], [-1.012, 3.031, -2.110], [-0.142, 2.984, -0.645], [-3.200, 0.456, -1.423], [-3.003, 1.699, -0.176], [-3.034, 2.163, -1.775], [-1.479, 0.606, -3.210], [0.134, 0.205, -2.850], [-2.347, -1.528, -2.169], [-0.952, -1.801, -3.146], [0.525, -1.903, -1.184], [-1.017, -2.797, -0.763], [-2.116, -0.814, 1.883], [-2.340, -2.347, 1.093], [-2.996, -0.859, 0.364], [0.131, -2.491, 1.523], [0.108, -0.964, 2.275], [1.268, -1.240, 0.890], [0.306, 1.675, 1.001], [0.879, -2.726, 5.473], [-0.430, -3.143, 5.706], [-1.080, -3.689, 4.533], [-2.528, -3.990, 4.886], [-2.580, -5.024, 6.018], [-3.216, -4.485, 3.684], [1.558, -3.539, 5.176], [1.256, -2.452, 6.462], [1.023, -1.909, 4.757], [-0.948, -2.838, 3.859], [-0.491, -4.558, 4.222], [-2.972, -3.055, 5.235], [-2.063, -4.602, 6.881], [-1.925, -5.827, 5.663], [-3.583, -5.381, 6.228], [-2.679, -5.286, 3.363], [-4.143, -4.819, 3.913], [-5.425, -3.303, 0.406], [-6.714, -3.721, 0.045], [-7.734, -2.721, -0.081], [-9.078, -3.400, 0.038], [-10.181, -2.440, -0.288], [-9.340, -3.846, 1.425], [-4.790, -4.178, 0.304], [-5.341, -2.943, 1.441], [-5.040, -2.444, -0.155], [-7.505, -1.925, 0.633], [-7.612, -2.313, -1.092], [-9.199, -4.275, -0.602], [-11.166, -2.903, -0.345], [-9.990, -1.891, -1.215], [-10.300, -1.672, 0.484], [-8.470, -4.195, 1.834], [-9.484, -3.040, 2.031], [-2.272, 1.294, 4.458], [-3.372, 2.147, 4.628], [-4.240, 2.130, 3.519], [-5.007, 0.824, 3.278], [-5.345, 0.613, 1.791], [-6.274, 0.912, 4.008], [-1.595, 1.323, 5.317], [-1.581, 1.531, 3.641], [-2.529, 0.234, 4.395], [-4.964, 2.934, 3.669], [-3.701, 2.430, 2.610], [-4.434, -0.026, 3.665], [-4.477, 0.396, 1.170], [-5.903, 1.457, 1.388], [-5.996, -0.265, 1.781], [-6.833, 0.068, 4.003], [-6.079, 1.101, 4.987], [-2.116, 0.881, -5.845], [-3.207, 1.293, -6.653], [-1.981, 1.538, -4.984], [-2.331, -0.136, -5.522], [-1.170, 0.828, -6.386], [-3.085, 2.209, -6.915]], "homo_lumo_gap_ev": 8.41, "charge": 0, "multiplicity": 1, "smiles": "CC1(C)CCCC(C)(C)N1O.CC1(C)CCCC(C)(C)N1O.CC1(C)CCCC(C)(C)N1O.CC1(C)CCCC(C)(C)N1O.COC[C@H](C)N.COC[C@H](C)N.COC[C@H](C)N.CO", "de_lowest_kj_mol": 270.2, "largest_force_ev_per_a": 2.2}